(one)
Entry from OMol25: an isolated molecule of C6H10N2O3 (ωB97M-V/def2-TZVPD).

The HOMO energy is -9.0 eV. The SMILES is CC1=N[C@H](C(=O)O)[C@@H](O)CN1. As for the net charge: 0.

Last columns: bonded neighbours and bond lengths (Å).
Geometry (Å):
1 O 1.71 -1.81 -1.31  C5 1.236
2 N -0.72 -0.54 0.80  C6 1.314, C11 1.513
3 O 0.59 -3.13 0.17  C5 1.352, H12 0.971
4 O -1.57 0.71 -1.84  C10 1.426, H13 0.990
5 C 0.71 -2.04 -0.62  O1 1.236, O3 1.352, C11 1.523
6 C -0.29 0.65 1.15  N2 1.314, N7 1.371, C8 1.488
7 N 0.24 1.52 0.24  C6 1.371, C9 1.481, H14 1.005
8 C -0.40 1.02 2.58  C6 1.488, H15 1.081, H16 1.108, H17 1.110
9 C 0.69 1.05 -1.09  N7 1.481, C10 1.566, H18 1.102, H19 1.074
10 C -0.34 0.02 -1.66  O4 1.426, C9 1.566, C11 1.550, H20 1.121
11 C -0.48 -1.09 -0.59  N2 1.513, C5 1.523, C10 1.550, H21 1.088
12 H 1.41 -3.62 0.05  O3 0.971
13 H -1.90 0.98 -0.94  O4 0.990
14 H 0.51 2.43 0.58  N7 1.005
15 H -0.13 0.14 3.16  C8 1.081
16 H 0.35 1.81 2.77  C8 1.108
17 H -1.42 1.38 2.83  C8 1.110
18 H 0.73 1.92 -1.76  C9 1.102
19 H 1.68 0.62 -1.07  C9 1.074
20 H 0.02 -0.38 -2.65  C10 1.121
21 H -1.40 -1.62 -0.83  C11 1.088

Mulliken atomic charge list, values in e, 8 entries:
1. O -0.5880
2. N -0.6373
3. O -0.4425
4. O -0.5933
5. C 0.3553
6. C 0.5821
7. N -0.2291
8. C -1.0410

---

(two)
Entry from OMol25: a 2-piece molecular cluster, C6H10N2O3 overall (ωB97M-V/def2-TZVPD).

The HOMO energy is -9.1 eV. The SMILES is [H]/N=C(/N)CO.O=CC#CCO. As for the net charge: 0.

Last columns: bonded neighbours and bond lengths (Å).
Geometry (Å):
1 C 0.44 1.35 1.42  C2 1.516, N17 1.370, N18 1.279
2 C -0.36 2.56 1.85  C1 1.516, H10 1.102, H11 1.108, O19 1.417
3 C -1.52 -2.62 -0.87  C4 1.477, H14 1.122, H15 1.114, O20 1.404
4 C -0.35 -1.79 -1.20  C3 1.477, C5 1.191
5 C 0.59 -1.11 -1.48  C4 1.191, C6 1.459
6 C 1.75 -0.29 -1.80  C5 1.459, H16 1.117, O21 1.206
7 H 0.52 -0.04 -0.02  N17 1.040
8 H -0.86 1.05 -0.10  N17 1.022
9 H 1.52 1.33 2.96  N18 1.016
10 H -0.37 2.61 2.95  C2 1.102
11 H 0.17 3.46 1.47  C2 1.108
12 H -2.06 3.35 1.36  O19 0.954
13 H -2.18 -3.73 0.60  O20 1.006
14 H -2.43 -1.96 -0.95  C3 1.122
15 H -1.60 -3.41 -1.65  C3 1.114
16 H 2.52 -0.24 -0.99  C6 1.117
17 N 0.11 0.89 0.17  C1 1.370, H7 1.040, H8 1.022
18 N 1.40 0.83 2.09  C1 1.279, H9 1.016
19 O -1.67 2.47 1.32  C2 1.417, H12 0.954
20 O -1.37 -3.16 0.41  C3 1.404, H13 1.006
21 O 1.89 0.30 -2.84  C6 1.206

Mulliken atomic charge list, values in e, 8 entries:
1. C 0.4497
2. C -0.3467
3. C -0.3975
4. C 0.0968
5. C 0.0435
6. C 0.0747
7. H 0.2440
8. H 0.2231

---

Tell me which of them is the most stable. Sure, it is (one).

---

(one)
Entry from OMol25: an isolated ion of composition C11H14N3 and charge +1 (ωB97M-V/def2-TZVPD).

The HOMO energy is -12.1 eV. The SMILES is Cc1c[nH]/c(=[N+](\C)c2ccccc2)[nH]1. As for the net charge: +1.

Last columns: bonded neighbours and bond lengths (Å).
Geometry (Å):
1 C -0.01 2.61 2.76  C2 1.362, C3 1.357, H15 1.007
2 C -0.14 2.75 1.41  C1 1.362, C4 1.379, H16 1.175
3 C 0.35 1.45 3.36  C1 1.357, C5 1.404, H17 0.995
4 C 0.35 1.74 0.60  C2 1.379, C7 1.397, H18 1.011
5 C 0.68 0.34 2.56  C3 1.404, C7 1.372, H19 1.022
6 C -0.48 -2.15 -2.46  C8 1.353, N12 1.414, H20 1.083
7 C 0.62 0.51 1.20  C4 1.397, C5 1.372, N14 1.451
8 C -1.35 -1.12 -2.32  C6 1.353, C10 1.559, N13 1.414
9 C 0.35 -0.89 -0.83  N12 1.341, N13 1.361, N14 1.372
10 C -2.76 -0.74 -2.84  C8 1.559, H21 1.150, H22 1.139, H23 0.989
11 C 2.30 -1.16 0.61  N14 1.428, H24 1.066, H25 1.024, H26 1.003
12 N 0.61 -1.98 -1.57  C6 1.414, C9 1.341, H27 1.025
13 N -0.89 -0.43 -1.17  C8 1.414, C9 1.361, H28 0.997
14 N 1.07 -0.53 0.28  C7 1.451, C9 1.372, C11 1.428
15 H -0.21 3.33 3.44  C1 1.007
16 H -0.45 3.82 1.04  C2 1.175
17 H 0.39 1.44 4.35  C3 0.995
18 H 0.43 1.96 -0.38  C4 1.011
19 H 0.95 -0.61 2.82  C5 1.022
20 H -0.59 -2.95 -3.18  C6 1.083
21 H -3.45 -0.76 -1.92  C10 1.150
22 H -2.70 0.34 -3.21  C10 1.139
23 H -2.94 -1.34 -3.60  C10 0.989
24 H 2.90 -0.95 -0.25  C11 1.066
25 H 2.65 -0.66 1.44  C11 1.024
26 H 2.15 -2.15 0.54  C11 1.003
27 H 1.58 -2.28 -1.67  N12 1.025
28 H -1.41 0.40 -1.00  N13 0.997

Mulliken atomic charge list, values in e, 8 entries:
1. C -0.3481
2. C -0.7568
3. C -0.8016
4. C -0.3990
5. C -0.4950
6. C -0.6988
7. C 0.2690
8. C 0.5225

---

(two)
Entry from OMol25: a 2-piece molecular cluster, C11H14N3 overall (ωB97M-V/def2-TZVPD).

The HOMO energy is -12.7 eV. As for the net charge: +1.

Last columns: bonded neighbours and bond lengths (Å).
Geometry (Å):
1 C 1.44 -2.83 -0.22  C2 1.304, C3 1.365, H15 1.015
2 C 0.48 -2.52 0.61  C1 1.304, C8 1.462, H16 1.093
3 C 2.11 -1.99 -1.06  C1 1.365, C6 1.344, H17 1.124
4 C -0.48 -0.30 -0.23  C7 1.381, C8 1.429, H18 1.024
5 C 2.31 -0.20 -2.63  C6 1.418, N12 1.258, H19 1.137
6 C 1.58 -0.88 -1.61  C3 1.344, C5 1.418, C7 1.478
7 C 0.21 -0.36 -1.42  C4 1.381, C6 1.478, C9 1.472
8 C -0.27 -1.28 0.78  C2 1.462, C4 1.429, N13 1.294
9 C -0.37 0.44 -2.51  C7 1.472, C10 1.534, H20 1.101, H21 1.152
10 C 0.66 1.34 -3.20  C9 1.534, N12 1.427, H22 1.094, H23 1.021
11 C -0.95 2.30 2.87  N14 1.251, H24 1.093, H25 1.169
12 N 1.96 0.77 -3.34  C5 1.258, C10 1.427
13 N -0.91 -1.14 1.90  C8 1.294, H26 1.018, H27 0.964
14 N -1.84 1.42 2.98  C11 1.251, H28 1.059
15 H 1.86 -3.75 -0.16  C1 1.015
16 H 0.08 -3.35 1.21  C2 1.093
17 H 3.17 -2.15 -1.38  C3 1.124
18 H -1.31 0.27 -0.03  C4 1.024
19 H 3.38 -0.55 -2.80  C5 1.137
20 H -0.71 -0.39 -3.15  C9 1.101
21 H -1.34 0.95 -2.16  C9 1.152
22 H 0.27 1.53 -4.21  C10 1.094
23 H 0.81 2.27 -2.82  C10 1.021
24 H -0.85 3.03 3.68  C11 1.093
25 H -0.12 2.23 2.04  C11 1.169
26 H -0.97 -1.76 2.71  N13 1.018
27 H -1.47 -0.37 2.06  N13 0.964
28 H -2.47 1.50 3.82  N14 1.059

Mulliken atomic charge list, values in e, 8 entries:
1. C -0.7349
2. C -0.5369
3. C -0.3618
4. C -0.8643
5. C -0.6504
6. C 0.9572
7. C 0.6514
8. C 0.8655

---

Tell me which of them is the most stable. Sure, it is (one).